No. 1
CH5NP2 | wB97M-V/def2-TZVPD

E_LUMO = -0.0247 hartree
net charge = 0
ΔE to the lowest compared entry with this formula, charge and spin = 22.22 kcal/mol
energy = -778.478442 Ha
2S+1 = 1
SMILES = [H]/P=N/PC
HOMO energy = -8.83 eV

XYZ file:
```
9
Properties=species:S:1:pos:R:3:forces:R:3:lowdin_charge:R:1
H 1.7188 -2.5515 0.7050 0.7 -3.3 1.4 -0.22
P 1.6298 -1.3834 0.1553 -1.0 3.1 -0.9 0.73
N 0.4901 -0.8722 1.1396 1.4 -1.0 -0.8 -0.76
P -0.3042 0.5651 1.0699 -3.1 -0.2 -0.4 0.63
C -0.4857 1.0042 -0.7311 -0.4 1.2 0.0 -0.43
H -1.6939 -0.2001 1.1428 1.9 1.5 0.0 -0.01
H 0.3795 1.3076 -1.2590 1.9 0.7 0.3 -0.02
H -1.0839 1.9802 -0.8324 0.0 -1.9 0.0 0.05
H -0.6505 0.1500 -1.3900 -1.4 -0.1 0.2 0.01
```
Positions in Å, forces in eV/Å.

=====

No. 2
CH5NP2 | wB97M-V/def2-TZVPD

E_LUMO = 0.0006 hartree
net charge = 0
ΔE to the lowest compared entry with this formula, charge and spin = 32.11 kcal/mol
energy = -778.462678 Ha
2S+1 = 1
SMILES = [H]/P=N/PC
HOMO energy = -8.78 eV

XYZ file:
```
9
Properties=species:S:1:pos:R:3:forces:R:3:lowdin_charge:R:1
H -3.3375 0.5850 0.5122 -1.5 0.7 0.6 -0.19
P -2.5197 -0.0238 -0.3987 -0.8 0.0 -1.7 0.57
N -1.4199 -0.2289 0.6505 4.6 -1.5 -0.8 -0.62
P 0.2054 -0.9895 -0.4802 -2.0 0.5 2.8 0.73
C 1.3911 0.3836 -0.2787 -1.5 -0.8 -0.1 -0.41
H 0.6924 -1.7037 0.7159 -0.3 0.4 -1.0 -0.08
H 2.3031 -0.0983 -0.3566 2.2 -0.8 0.0 -0.01
H 1.3104 0.9203 0.6035 -0.1 0.4 2.3 0.01
H 1.3746 1.1553 -0.9680 -0.4 1.1 -2.1 0.00
```
Positions in Å, forces in eV/Å.